1.
This record from OMol25 describes a single C5H3FO2 molecule in a non-equilibrium geometry. The level of theory is ωB97M-V/def2-TZVPD.

## Properties
E_tot: -12044.9504 eV
ΔE to the lowest compared entry with this formula, charge and spin: 50.7 kJ/mol
F_max: 0.069 Eh/bohr
SMILES: O=c1cccc(F)o1
orbital gap: 0.3445 Eh
lowest unoccupied orbital energy: -0.0034 Eh
E_HOMO: -9.47 eV

Last column: Löwdin charge in e.
Geometry (Å):
C (-0.56, 0.66, -1.17)  -0.30
C (0.55, 1.03, -0.60)  -0.02
C (1.01, 0.34, 0.55)  -0.04
C (0.36, -0.78, 0.99)  0.00
C (-0.90, -1.22, 0.36)  -0.37
H (1.06, 1.91, -0.89)  0.11
H (1.83, 0.70, 1.13)  0.11
H (0.51, -1.19, 2.06)  0.15
O (-1.53, -2.24, 0.66)  0.09
O (-1.29, -0.38, -0.74)  0.14
F (-1.04, 1.17, -2.35)  0.12

---

2.
This record from OMol25 describes a single C15H30O5 molecule in a non-equilibrium geometry. The level of theory is ωB97M-V/def2-TZVPD.

## Properties
E_tot: -26274.7661 eV
ΔE to the lowest compared entry with this formula, charge and spin: 363.9 kJ/mol
F_max: 0.108 Eh/bohr
SMILES: CCOOC(=O)OCCCCCCCCCCCOC
orbital gap: 0.3912 Eh
lowest unoccupied orbital energy: 0.0307 Eh
E_HOMO: -9.81 eV

Last column: Löwdin charge in e.
Geometry (Å):
C (2.61, -0.84, 2.32)  -0.05
C (3.94, -0.74, 1.55)  -0.20
O (4.55, 0.52, 1.82)  -0.07
O (4.96, 1.05, 0.58)  0.05
C (4.35, 2.24, 0.45)  -0.62
O (4.92, 3.19, 0.21)  0.25
O (3.01, 2.22, 0.62)  0.01
C (2.31, 2.18, -0.64)  -0.15
C (0.96, 1.46, -0.43)  -0.17
C (0.53, 0.79, -1.75)  -0.18
C (1.28, -0.55, -1.94)  -0.18
C (0.39, -1.81, -2.10)  -0.20
C (-0.90, -1.84, -1.27)  -0.22
C (-0.69, -1.66, 0.24)  -0.19
C (-1.95, -2.15, 0.99)  -0.19
C (-2.56, -1.11, 1.93)  -0.20
C (-2.72, 0.29, 1.32)  -0.17
C (-3.71, 0.34, 0.15)  -0.22
O (-3.32, 1.42, -0.68)  -0.19
C (-4.39, 2.09, -1.31)  -0.11
H (2.70, -1.52, 3.16)  0.07
H (1.83, -1.18, 1.65)  0.04
H (2.40, 0.14, 2.72)  0.09
H (3.78, -0.85, 0.48)  0.11
H (4.64, -1.52, 1.86)  0.12
H (2.11, 3.20, -0.94)  0.13
H (2.89, 1.70, -1.44)  0.13
H (0.24, 2.23, -0.16)  0.12
H (1.13, 0.75, 0.37)  0.09
H (0.85, 1.47, -2.53)  0.11
H (-0.55, 0.71, -1.84)  0.10
H (1.84, -0.47, -2.87)  0.10
H (2.03, -0.73, -1.17)  0.09
H (0.15, -1.99, -3.15)  0.10
H (0.98, -2.67, -1.78)  0.10
H (-1.33, -2.83, -1.40)  0.11
H (-1.61, -1.13, -1.69)  0.10
H (0.19, -2.23, 0.54)  0.10
H (-0.47, -0.62, 0.47)  0.07
H (-1.69, -3.03, 1.57)  0.11
H (-2.68, -2.46, 0.25)  0.09
H (-2.04, -1.03, 2.89)  0.11
H (-3.57, -1.46, 2.18)  0.11
H (-1.79, 0.77, 1.03)  0.10
H (-3.15, 0.92, 2.10)  0.11
H (-3.71, -0.61, -0.39)  0.11
H (-4.70, 0.52, 0.57)  0.12
H (-4.54, 3.10, -0.93)  0.08
H (-5.35, 1.57, -1.20)  0.08
H (-4.17, 2.16, -2.37)  0.08

---

3.
This record from OMol25 describes a molecular structure, C17H34OOsP2 in a non-equilibrium geometry. The level of theory is ωB97M-V/def2-TZVPD.

## Properties
E_tot: -41245.0560 eV
ΔE to the lowest compared entry with this formula, charge and spin: 489.2 kJ/mol
F_max: 0.103 Eh/bohr
multiplicity: 5
orbital gap (alpha / beta): 0.2824 / 0.2060 Eh
charge: +2
lowest unoccupied orbital energy (alpha / beta): -0.1968 / -0.2689 Eh
E_HOMO (alpha / beta): -13.04 / -12.92 eV
expectation value of S²: 6.021

Last column: Mulliken spin population.
Geometry (Å):
P (-0.11, -1.98, -1.59)  0.09
P (0.29, 2.04, -1.68)  0.04
C (-0.45, -0.63, -2.81)  0.00
C (0.42, 0.70, -2.88)  0.00
H (-1.53, -0.37, -2.85)  0.00
H (-0.26, -1.13, -3.78)  0.00
H (1.49, 0.42, -3.00)  0.00
H (0.12, 1.20, -3.83)  0.00
C (-1.34, 2.81, -1.97)  0.02
H (-1.54, 3.51, -1.15)  0.01
H (-2.15, 2.06, -1.99)  -0.01
H (-1.29, 3.35, -2.93)  0.02
C (1.51, 3.29, -2.15)  0.01
H (1.12, 3.67, -3.11)  0.00
H (2.49, 2.76, -2.25)  0.00
H (1.51, 4.05, -1.34)  0.00
C (-1.40, -3.14, -2.23)  0.06
H (-1.39, -4.00, -1.54)  0.00
H (-1.04, -3.40, -3.25)  0.00
H (-2.37, -2.60, -2.25)  0.00
C (1.46, -2.75, -2.07)  0.06
H (2.25, -1.99, -2.16)  -0.01
H (1.25, -3.25, -3.03)  0.02
H (1.70, -3.47, -1.28)  0.00
Os (1.24, -0.19, 4.15)  1.57
C (0.17, 1.93, 0.06)  -0.04
C (-1.31, 1.70, 0.29)  0.76
C (-1.89, 0.40, -0.09)  0.04
C (-1.64, -0.91, 0.73)  0.24
C (-0.67, -1.89, 0.08)  -0.04
C (0.78, -1.63, 0.23)  0.75
C (1.47, -0.34, 0.07)  -0.08
C (1.22, 0.99, 0.87)  0.29
C (0.12, -1.90, 4.07)  0.04
H (0.50, 2.91, 0.40)  -0.01
H (-1.72, 2.23, 1.14)  -0.03
H (-1.46, 0.16, -1.07)  -0.03
H (-2.98, 0.51, -0.14)  0.03
H (-1.50, -0.79, 1.82)  -0.03
H (-2.59, -1.43, 0.67)  -0.01
H (-0.88, -2.90, 0.42)  -0.01
H (1.34, -2.31, 0.95)  -0.09
H (1.26, -0.06, -0.98)  0.06
H (2.57, -0.56, 0.16)  -0.03
H (1.15, 0.90, 1.99)  -0.12
H (2.18, 1.49, 0.68)  0.01
H (0.80, -2.31, 4.81)  0.03
H (0.16, -2.56, 3.20)  -0.02
H (-0.89, -1.97, 4.47)  0.00
C (0.61, 1.33, 4.96)  0.09
C (-0.40, 0.72, 3.96)  0.13
O (-1.55, 0.99, 3.70)  0.10
H (2.01, 1.14, 4.71)  0.00
H (0.47, 0.83, 5.98)  0.05
H (0.69, 2.40, 4.84)  0.02

---

4.
This record from OMol25 describes a molecular structure, C21H30BrN3O6S in a non-equilibrium geometry. The level of theory is ωB97M-V/def2-TZVPD.

## Properties
E_tot: -119893.1843 eV
F_max: 0.065 Eh/bohr
orbital gap: 0.3044 Eh
lowest unoccupied orbital energy: 0.0131 Eh
E_HOMO: -7.93 eV

Last column: Löwdin charge in e.
Geometry (Å):
C (-4.77, -3.81, 0.97)  -0.11
O (-3.85, -4.70, 1.57)  -0.19
C (-2.54, -4.55, 1.05)  -0.22
C (-1.84, -3.21, 1.44)  -0.17
C (-0.78, -3.35, 2.57)  -0.17
C (-0.04, -2.00, 2.76)  -0.13
C (0.67, -1.45, 1.50)  -0.23
O (1.98, -1.02, 1.98)  -0.18
S (2.40, 0.39, 1.31)  0.67
O (3.40, 1.12, 2.04)  -0.21
O (2.93, 0.00, 0.05)  -0.24
O (0.89, 1.02, 1.27)  -0.14
C (0.14, -0.14, 0.82)  -0.30
C (-1.38, 0.08, 0.67)  -0.07
C (-1.92, -0.24, -0.74)  -0.76
O (-2.83, -0.93, -0.89)  0.07
Br (-1.10, 0.53, -2.36)  0.89
H (-5.80, -4.19, 0.97)  0.09
H (-4.76, -2.87, 1.56)  0.08
H (-4.50, -3.57, -0.08)  0.09
H (-1.97, -5.45, 1.35)  0.13
H (-2.60, -4.57, -0.06)  0.12
H (-1.45, -2.76, 0.51)  0.10
H (-2.60, -2.51, 1.83)  0.11
H (-1.35, -3.53, 3.50)  0.12
H (-0.11, -4.22, 2.45)  0.12
H (-0.71, -1.23, 3.21)  0.13
H (0.74, -2.16, 3.53)  0.13
H (0.82, -2.18, 0.69)  0.17
H (0.49, -0.23, -0.23)  0.11
H (-1.98, -0.47, 1.40)  0.11
H (-1.59, 1.16, 0.83)  0.15
N (3.47, 2.03, -4.50)  0.00
C (4.02, 1.72, -3.29)  -0.13
C (3.16, 0.87, -2.64)  -0.10
C (2.05, 0.65, -3.50)  -0.15
C (2.27, 1.38, -4.64)  -0.15
H (3.88, 2.64, -5.19)  0.14
H (4.97, 2.13, -2.99)  0.10
H (3.31, 0.45, -1.66)  0.05
H (1.19, 0.03, -3.31)  0.00
H (1.68, 1.49, -5.54)  0.10
N (-0.99, 3.95, -6.88)  0.00
C (-0.44, 3.63, -5.67)  -0.15
C (-1.29, 2.77, -5.03)  -0.14
C (-2.40, 2.55, -5.90)  -0.10
C (-2.18, 3.29, -7.03)  -0.14
H (-0.58, 4.57, -7.55)  0.14
H (0.50, 4.05, -5.36)  0.11
H (-1.14, 2.34, -4.06)  -0.02
H (-3.25, 1.92, -5.71)  0.09
H (-2.76, 3.41, -7.93)  0.10
N (2.75, 1.44, 5.20)  0.01
C (1.41, 1.21, 5.17)  -0.15
C (0.92, 1.40, 6.44)  -0.11
C (2.02, 1.75, 7.26)  -0.12
C (3.13, 1.78, 6.46)  -0.14
H (3.36, 1.37, 4.40)  0.12
H (0.91, 0.94, 4.25)  0.09
H (-0.11, 1.29, 6.74)  0.09
H (2.00, 1.97, 8.32)  0.09
H (4.16, 2.00, 6.69)  0.11